Entry from OMol25: a 3-piece molecular cluster, C20H42Br2FN4O6PS overall at a distorted geometry (the ωB97M-V functional and the def2-TZVPD basis).

The calculation puts the lowest unoccupied orbital energy at -0.97 eV. The total energy is -7444.93169 hartree. The calculation puts the gap between HOMO and LUMO at 4.9 eV.

Last column: Löwdin charge in e.
Positions of all 77 atoms, in Å:
C 5.01398 0.69733 1.04018  -0.174
C 5.60895 0.41945 -0.35072  -0.213
C 4.89303 -0.74414 -1.06953  -0.388
N 5.77288 -1.69171 -1.75269  0.022
C 3.78484 -0.14995 -1.98072  -0.445
O 2.54532 -0.86954 -1.82059  -0.126
C 1.45771 -0.17191 -1.23379  -0.395
C 0.41850 -1.27184 -0.93038  -0.151
C 0.64477 -2.11371 0.32428  -0.443
S 2.15175 -3.11506 0.46986  1.032
C 2.34593 -3.82597 -1.09265  -0.710
N 3.48496 -4.25369 -1.49758  0.063
N 3.26917 -4.75330 -2.77935  0.079
C 2.03547 -4.58221 -3.02805  -0.191
O 1.36343 -3.99929 -1.99848  0.028
C 1.79300 0.53761 0.07127  -0.142
O 0.54308 0.95973 0.64464  -0.179
O 0.89536 1.49688 1.92711  -0.024
C 0.77562 0.77705 -2.25352  -0.290
C 1.44503 2.11599 -2.53792  -0.005
F 0.61321 0.04354 -3.43410  -0.019
P 4.02136 -0.18535 -3.83925  0.590
O 4.12284 -1.76768 -4.21978  -0.360
Br 6.07894 0.66179 -4.02161  0.319
H 4.33068 1.57118 0.95308  -0.163
H 4.48071 -0.16797 1.44954  0.057
H 5.80789 0.91977 1.75216  0.068
H 6.67891 0.22561 -0.27274  0.101
H 5.47083 1.33171 -0.93457  0.081
H 4.36307 -1.32532 -0.31384  0.097
H 5.92483 -2.51869 -1.19313  0.065
H 6.68258 -1.28804 -1.93028  0.035
H 3.72010 0.91403 -1.75396  0.089
H 0.34360 -1.93919 -1.78367  0.114
H -0.55263 -0.78686 -0.83515  0.089
H -0.18399 -2.82625 0.38026  0.071
H 0.58603 -1.53567 1.24575  0.063
H 1.49021 -4.81550 -3.92473  0.133
H 2.33606 -0.10718 0.76333  0.116
H 2.41070 1.43372 -0.03096  0.026
H 0.38478 0.95238 2.54286  0.081
H -0.23681 0.97144 -1.88999  0.127
H 1.91051 2.06391 -3.52258  0.074
H 0.69085 2.89796 -2.59318  0.083
H 2.20795 2.39893 -1.81762  0.054
H 3.24981 -2.15233 -4.06736  0.024
C -3.89781 1.26877 -0.62564  -0.036
C -4.46200 0.32495 0.41691  -0.156
N -3.60282 0.14418 1.64839  -0.260
C -2.27755 -0.39989 1.20802  -0.011
C -4.20510 -0.92186 2.53363  -0.152
C -5.56170 -0.63620 3.15826  -0.045
C -3.28073 1.42863 2.38763  -0.059
C -4.40793 2.33631 2.83604  -0.196
O -5.16320 2.78170 1.73529  -0.201
C -6.47808 3.22298 2.05889  -0.065
H -2.98571 0.88530 -1.08174  0.077
H -4.63391 1.37199 -1.42143  0.100
H -3.70176 2.26180 -0.22978  0.084
H -4.56831 -0.67480 -0.00813  0.138
H -5.44340 0.64964 0.74037  0.108
H -2.43473 -1.29467 0.61099  0.118
H -1.69199 -0.63267 2.09392  0.112
H -1.75848 0.35692 0.62959  0.082
H -3.47116 -1.12036 3.31334  0.135
H -4.27400 -1.80497 1.90012  0.132
H -5.47213 -0.06250 4.07698  0.077
H -6.01112 -1.58795 3.43904  0.094
H -6.25507 -0.13151 2.48895  0.078
H -2.62412 1.98773 1.72329  0.141
H -2.70225 1.12470 3.26031  0.148
H -3.92289 3.19560 3.31610  0.148
H -5.04308 1.86929 3.58917  0.103
H -6.59777 3.39379 3.12951  0.093
H -7.20853 2.47947 1.72736  0.088
H -6.66583 4.15518 1.53029  0.096
Br 3.62738 3.59682 0.95449  -0.335

Entry from OMol25: C20H42F18MgN3O19S6 as an isolated structure at a distorted geometry (the ωB97M-V functional and the def2-TZVPD basis).

The calculation puts the lowest unoccupied orbital energy at -5.11 eV. As for the net charge: -1. The total energy is -6767.47367 hartree. The calculation puts the gap between HOMO and LUMO at 1.5 eV.

Last column: Löwdin charge in e.
Positions of all 109 atoms, in Å:
Mg -2.66960 -1.61147 -2.31687  1.403
C -1.74546 0.94490 0.83448  -0.442
F -3.10293 0.85042 1.08371  0.129
F -1.48035 1.84606 -0.20948  0.055
F -0.91857 1.41967 1.82396  0.139
S -1.12174 -0.82209 0.28474  0.710
O 0.16343 -0.92114 0.95829  -0.231
O -2.08639 -1.79607 0.81601  -0.298
N -1.20264 -0.84207 -1.46776  -0.471
S 0.14578 -0.12615 -1.94930  0.611
O 0.03413 0.59036 -3.23519  -0.275
O 0.82166 0.75727 -1.00065  -0.251
C 1.33377 -1.61075 -2.34196  -0.629
F 2.07196 -1.94003 -1.30408  0.176
F 0.72221 -2.67198 -2.84839  0.128
F 2.19396 -1.12277 -3.26534  0.110
C -4.44277 7.31133 2.04484  -0.562
F -4.34860 8.67718 2.02235  0.092
F -3.35664 6.94028 1.27897  0.067
F -4.37599 6.86650 3.31549  0.123
S -6.08767 6.71434 1.25284  0.713
O -6.98255 6.35610 2.37890  -0.356
O -6.52727 7.75025 0.27470  -0.336
N -5.73741 5.09669 0.62169  -0.279
S -5.09716 5.42930 -0.86311  0.565
O -5.98189 4.96999 -1.91921  -0.327
O -4.48740 6.70475 -1.22549  -0.320
C -3.67924 4.21491 -0.74856  -0.594
F -3.01474 4.17102 -1.94585  0.082
F -2.80813 4.57612 0.27855  0.065
F -4.12041 2.96362 -0.54578  0.088
C -1.22564 -2.74318 8.59908  -0.625
F -0.63322 -2.00105 9.54685  0.123
F -0.67592 -2.50667 7.41832  0.125
F -0.96606 -4.02318 8.95385  0.109
S -3.12797 -2.35531 8.58168  0.711
O -3.88207 -3.47786 9.12290  -0.345
O -3.40946 -1.11355 9.29054  -0.311
N -3.61518 -2.44119 6.82364  -0.269
S -3.24193 -0.99695 6.27118  0.543
O -4.45358 -0.22244 6.05921  -0.304
O -2.16377 -0.27991 6.95062  -0.336
C -2.48023 -1.44202 4.59630  -0.689
F -3.36404 -1.95685 3.77205  0.140
F -1.90809 -0.40528 3.96867  0.112
F -1.52351 -2.33012 4.84202  0.113
C -0.59626 -3.93269 2.21551  -0.076
C 0.31129 -4.09967 0.99581  -0.322
O 0.77783 -5.46032 0.90650  -0.090
H -1.47534 -4.48203 1.87858  0.080
H -0.76535 -2.87911 2.43792  0.039
H -0.17069 -4.46280 3.06756  0.092
H 1.14234 -3.44419 1.25620  0.102
H -0.05938 -3.82162 0.00920  0.087
H 1.44570 -5.52434 0.21987  0.015
C 3.29567 0.93390 -6.45616  -0.073
C 3.63695 0.32692 -7.85297  -0.287
O 4.10034 -1.03452 -7.70373  -0.101
H 4.23822 1.17770 -5.96598  0.063
H 2.73493 0.23236 -5.83850  0.053
H 2.76778 1.86884 -6.64415  0.076
H 4.34929 0.93073 -8.41519  0.103
H 2.73249 0.30611 -8.46094  0.100
H 4.80411 -1.03003 -7.05081  0.069
C 1.41512 -6.37549 -3.64300  -0.054
C 1.23974 -6.73811 -2.09223  -0.239
O 2.14261 -5.91225 -1.35849  -0.117
H 1.02024 -7.19343 -4.24562  0.067
H 2.45842 -6.27545 -3.94237  0.066
H 1.03430 -5.40143 -3.95002  0.034
H 1.55131 -7.74561 -1.81659  0.109
H 0.23410 -6.67943 -1.67588  0.110
H 3.03999 -6.11249 -1.63455  0.099
C 0.04336 2.14316 5.24491  -0.070
C 1.22846 3.07705 5.62670  -0.319
O 2.19248 3.10226 4.60855  -0.087
H 0.36207 1.11469 5.07527  0.076
H -0.33793 2.51895 4.29544  0.047
H -0.77254 2.27506 5.95556  0.076
H 1.75292 2.58324 6.44474  0.105
H 0.92746 4.07596 5.94242  0.108
H 1.82660 3.57119 3.85500  0.057
C 0.84117 -3.29577 -5.89675  -0.099
C 0.51212 -2.01951 -6.57667  -0.368
O -0.75312 -2.05265 -7.14141  -0.062
H -0.06756 -3.47233 -5.32130  0.068
H 1.74827 -3.27863 -5.29260  0.076
H 1.03549 -4.05915 -6.65013  0.086
H 1.17945 -1.85519 -7.42271  0.112
H 0.62895 -1.14602 -5.93523  0.107
H -0.70233 -2.75667 -7.79208  0.090
C 0.33773 4.44311 0.95725  -0.074
C 1.73577 3.87164 0.70894  -0.281
O 2.59518 4.88079 1.33573  -0.094
H 0.11556 4.17636 1.99050  0.064
H -0.48303 3.89760 0.49154  0.036
H 0.24477 5.51700 0.79536  0.089
H 2.03558 3.65278 -0.31591  0.101
H 1.82606 2.92699 1.24520  0.099
H 3.46366 4.48653 1.22661  0.070
C 5.06566 -0.32717 -2.74632  -0.083
C 4.40369 0.70527 -1.78186  -0.324
O 5.01462 0.57263 -0.56583  -0.056
H 4.86736 -1.38559 -2.57742  0.067
H 6.14621 -0.18561 -2.72455  0.078
H 4.82741 -0.21374 -3.80390  0.047
H 3.32760 0.54595 -1.71299  0.079
H 4.73753 1.70544 -2.05810  0.120
H 5.24687 -0.35811 -0.60328  0.075

For each record above, in turn, the calculated relative energy (zero: lowest compared OMol25 entry of this formula, charge and spin) values are 0.000; 6.854 eV.